1.
Molecular formula: C3H3NO2
Method: DFT, ωB97M-V with the def2-TZVPD basis set

Structure (ORCA input):
```
! wB97M-V def2-TZVPD RIJCOSX def2/J DEFGRID3
* xyz 0 1
C -0.884 0.771 0.566
C -0.983 -0.514 0.620
C 0.380 -0.017 0.330
N 0.943 -0.098 -1.075
O 1.817 0.709 -1.385
O 0.590 -0.991 -1.781
H -1.453 1.597 1.002
H -1.647 -1.400 0.619
H 1.237 -0.058 1.104
*
```

Calculated values
Total energy ... -8738.9034 eV
Relative energy (zero: lowest compared OMol25 entry of this formula, charge and spin) ... 143.61 kcal/mol
Molar mass ... 85.062 g/mol
Frontier orbital gap ... 0.4020 Ha
SMILES ... O=[N+]([O-])C1C=C1

Here are the Löwdin charges for atoms 1 to 6, given in e: C 0.03; C 0.00; C -0.18; N -0.39; O 0.05; O 0.09


2.
Molecular formula: C39H34ClMgN3SSi2
Method: DFT, ωB97M-V with the def2-TZVPD basis set

Structure (ORCA input):
```
! wB97M-V def2-TZVPD RIJCOSX def2/J DEFGRID3
* xyz 0 1
C -2.027 -0.696 3.951
C -2.447 -0.349 2.630
C -1.789 -1.227 1.721
H -3.189 0.404 2.363
C -0.951 -2.108 2.471
C -1.107 -1.786 3.854
H -0.675 -2.337 4.687
H -2.401 -0.258 4.873
H -1.961 -1.288 0.651
H -0.356 -2.922 2.059
Mg -0.140 -0.055 2.866
Si 2.374 1.385 -0.644
C 0.746 2.259 -1.029
C 0.889 3.430 -1.768
H 1.891 3.691 -2.118
C -0.219 4.233 -2.044
H -0.068 5.146 -2.618
C -1.492 3.856 -1.610
H -2.344 4.495 -1.855
C -1.649 2.681 -0.869
H -2.650 2.404 -0.529
C -0.531 1.896 -0.562
H -0.667 0.995 0.040
C -0.270 -0.763 -1.483
C -1.716 -0.770 -1.692
H -2.407 0.072 -1.604
C -2.230 -2.024 -2.196
H -3.217 -2.098 -2.654
C -1.579 -3.189 -1.737
H -2.097 -4.143 -1.798
C -0.290 -3.133 -1.255
H 0.171 -4.062 -0.910
C 0.431 -1.925 -1.217
H 1.507 -1.981 -0.997
H 1.866 0.086 -0.105
Si -0.675 -0.982 -3.257
C 0.105 -2.218 -4.520
C -0.363 -2.228 -5.849
H -0.882 -1.348 -6.241
C -0.199 -3.379 -6.636
H -0.624 -3.423 -7.637
C 0.483 -4.493 -6.130
H 0.489 -5.442 -6.677
C 1.171 -4.368 -4.920
H 1.786 -5.193 -4.560
C 1.048 -3.198 -4.158
H 1.652 -3.059 -3.259
C -0.783 0.714 -4.097
C -1.938 1.379 -4.524
H -2.917 0.944 -4.314
C -1.827 2.573 -5.249
H -2.725 3.103 -5.572
C -0.561 3.090 -5.545
H -0.459 4.011 -6.120
C 0.588 2.440 -5.084
H 1.579 2.857 -5.254
C 0.475 1.249 -4.360
H 1.366 0.708 -4.012
H 3.449 1.296 -1.570
Cl 2.986 2.201 1.153
N 2.154 0.413 6.255
C 1.242 1.266 6.861
C 1.146 1.737 8.156
C 0.016 2.498 8.481
C -0.977 2.757 7.517
C -0.878 2.252 6.210
C 0.243 1.484 5.889
N 0.571 0.761 4.742
C 1.744 0.125 5.005
C 2.415 -0.745 4.056
C 3.573 -1.475 4.246
S 3.979 -2.354 2.800
C 2.541 -1.732 2.041
N 1.822 -0.907 2.799
H 3.008 0.043 6.695
H 1.939 1.506 8.874
H -0.109 2.903 9.484
H -1.844 3.357 7.791
H -1.627 2.419 5.431
H 4.129 -1.498 5.177
H 2.286 -1.964 1.011
*
```

Calculated values
Total energy ... -90018.1563 eV
Relative energy (zero: lowest compared OMol25 entry of this formula, charge and spin) ... 76.10 kcal/mol
Molar mass ... 692.719 g/mol
Frontier orbital gap (alpha / beta) ... 0.0888 / 0.1036 Ha

Here are the Löwdin charges for atoms 1 to 6, given in e: C -0.20; C -0.15; C -0.14; H 0.11; C -0.17; C -0.20


3.
Molecular formula: C3HBrF3O2
Method: DFT, ωB97M-V with the def2-TZVPD basis set

Structure (ORCA input):
```
! wB97M-V def2-TZVPD RIJCOSX def2/J DEFGRID3
* xyz -1 1
C 1.751 -2.217 2.537
C -0.539 1.111 0.278
C 0.768 0.523 0.771
O 2.867 -2.039 2.574
O 0.599 -2.399 2.381
F -0.876 2.456 0.517
F -1.652 0.513 0.856
F 1.192 1.065 2.007
Br 2.160 1.028 -0.479
H -0.623 0.895 -0.731
*
```

Calculated values
Total energy ... -85417.6738 eV
Relative energy (zero: lowest compared OMol25 entry of this formula, charge and spin) ... 30.54 kcal/mol
Molar mass ... 205.937 g/mol
Frontier orbital gap ... 0.2251 Ha

Here are the Löwdin charges for atoms 1 to 6, given in e: C -0.46; C -0.48; C -0.73; O 0.22; O 0.17; F -0.05


4.
Molecular formula: C5H11NO2
Method: DFT, ωB97M-V with the def2-TZVPD basis set

Structure (ORCA input):
```
! wB97M-V def2-TZVPD RIJCOSX def2/J DEFGRID3
* xyz 0 1
O -0.805 1.757 -0.242
C -0.510 1.098 -1.197
O -0.109 1.669 -2.367
C -0.462 -0.397 -1.299
C 0.843 -0.967 -0.731
C 1.051 -1.038 0.817
C -0.123 -0.583 1.710
N -0.069 -1.134 3.055
H -0.215 2.630 -2.254
H -1.331 -0.859 -0.829
H -0.501 -0.715 -2.340
H 1.653 -0.326 -1.097
H 1.048 -1.959 -1.130
H 1.261 -2.078 1.070
H 1.917 -0.452 1.122
H -0.064 0.482 1.820
H -1.101 -0.819 1.305
H -0.465 -2.049 3.184
H 0.834 -1.047 3.489
*
```

Calculated values
Total energy ... -10948.5964 eV
Relative energy (zero: lowest compared OMol25 entry of this formula, charge and spin) ... 15.46 kcal/mol
Molar mass ... 117.148 g/mol
Frontier orbital gap ... 0.3508 Ha
SMILES ... NCCCCC(=O)O

Here are the Löwdin charges for atoms 1 to 6, given in e: O 0.11; C -0.52; O 0.09; C -0.12; C -0.17; C -0.17


5.
Molecular formula: C26H33BCuNO2P3
Method: DFT, ωB97M-V with the def2-TZVPD basis set

Structure (ORCA input):
```
! wB97M-V def2-TZVPD RIJCOSX def2/J DEFGRID3
* xyz 0 2
Cu -9.980 -12.227 2.612
O -12.450 -15.252 2.294
C -13.030 -14.182 2.190
O -12.895 -13.157 3.026
C -14.090 -13.794 1.171
C -14.632 -14.709 0.344
C -15.640 -14.318 -0.531
C -16.100 -13.016 -0.553
C -15.475 -12.088 0.221
C -14.491 -12.447 1.151
P -13.578 -11.382 2.291
C -14.478 -11.187 3.842
C -14.323 -10.136 4.715
C -14.854 -10.313 5.990
C -15.421 -11.490 6.396
C -15.798 -12.431 5.430
C -15.293 -12.266 4.159
C -13.613 -9.670 1.612
C -12.612 -9.142 0.820
C -12.760 -7.894 0.201
C -13.938 -7.176 0.394
C -14.962 -7.719 1.192
C -14.792 -8.922 1.789
H -14.306 -15.740 0.434
H -16.153 -15.059 -1.136
H -16.843 -12.666 -1.268
H -15.825 -11.089 0.175
H -13.793 -9.229 4.421
H -14.683 -9.571 6.746
H -15.708 -11.569 7.459
H -16.370 -13.285 5.685
H -15.443 -12.989 3.383
H -11.730 -9.705 0.641
H -11.995 -7.538 -0.459
H -14.152 -6.234 -0.121
H -15.869 -7.142 1.328
H -15.554 -9.320 2.434
C -9.234 -8.940 3.254
P -10.775 -9.590 4.013
C -11.350 -7.898 4.462
C -10.338 -10.276 5.667
C -10.789 -11.773 5.783
P -9.853 -12.893 4.691
C -10.483 -14.527 5.135
C -8.197 -12.835 5.438
H -8.828 -8.302 4.039
H -9.393 -8.404 2.322
H -8.469 -9.717 3.059
H -10.514 -7.296 4.806
H -12.092 -7.892 5.250
H -11.760 -7.453 3.550
H -10.955 -9.725 6.402
H -9.301 -10.118 5.938
H -11.880 -11.853 5.560
H -10.604 -12.150 6.811
H -10.348 -14.673 6.209
H -9.907 -15.302 4.616
H -11.480 -14.639 4.758
H -8.264 -12.847 6.517
H -7.682 -11.931 5.054
H -7.618 -13.690 5.088
B -9.033 -9.796 -1.085
C -9.372 -10.925 -0.010
N -9.594 -11.666 0.851
H -9.683 -8.805 -0.759
H -9.270 -10.178 -2.190
H -7.863 -9.547 -1.006
*
```

Calculated values
Total energy ... -106264.8242 eV
<S²> ... 0.76
Relative energy (zero: lowest compared OMol25 entry of this formula, charge and spin) ... 5.89 kcal/mol
Molar mass ... 558.835 g/mol
Frontier orbital gap (alpha / beta) ... 0.2982 / 0.2583 Ha

Here are the Löwdin charges for atoms 1 to 6, given in e: Cu 0.20; O 0.08; C -0.53; O -0.20; C -0.16; C -0.01


6.
Molecular formula: C9H14
Method: DFT, ωB97M-V with the def2-TZVPD basis set

Structure (ORCA input):
```
! wB97M-V def2-TZVPD RIJCOSX def2/J DEFGRID3
* xyz 0 1
C -0.652 -1.640 -1.764
C -0.674 -2.607 -2.962
H 0.368 -1.330 -1.579
H -1.228 -0.752 -2.045
H -1.103 -2.071 -0.880
H -0.950 -2.119 -3.878
H 0.320 -3.038 -3.155
H -1.309 -3.485 -2.808
C -1.197 1.944 -0.118
C -0.375 0.269 1.407
C -0.081 1.580 0.881
C 0.610 -0.319 2.155
C 1.062 2.235 1.235
C 1.845 0.281 2.528
C 1.955 1.584 2.083
H -1.294 -0.282 1.248
H 0.502 -1.351 2.529
H -2.061 2.487 0.258
H -1.531 0.981 -0.452
H 1.291 3.175 0.741
H 2.570 -0.328 3.055
H 2.775 2.211 2.455
H -0.843 2.576 -0.934
*
```

Calculated values
Total energy ... -9559.2616 eV
Relative energy (zero: lowest compared OMol25 entry of this formula, charge and spin) ... 21.21 kcal/mol
Molar mass ... 122.211 g/mol
Frontier orbital gap ... 0.3670 Ha
SMILES ... Cc1ccccc1.CC

Here are the Löwdin charges for atoms 1 to 6, given in e: C -0.17; C -0.17; H 0.06; H 0.05; H 0.06; H 0.05


7.
Molecular formula: C5H31NO12
Method: DFT, ωB97M-V with the def2-TZVPD basis set

Structure (ORCA input):
```
! wB97M-V def2-TZVPD RIJCOSX def2/J DEFGRID3
* xyz 0 1
C -0.157 -2.344 -0.966
C -0.124 -1.185 -1.994
C -1.206 -1.326 -3.055
O -0.307 0.127 -1.476
C 1.166 -2.416 -0.236
N 1.286 -1.890 1.022
C 0.484 -0.818 1.536
O 2.076 -3.058 -0.733
H -0.960 -2.119 -0.251
H -0.520 -3.261 -1.388
H 0.855 -1.233 -2.465
H -0.828 -1.039 -4.036
H -1.625 -2.317 -3.198
H -2.108 -0.760 -2.819
H 0.474 0.663 -1.296
H 2.042 -2.226 1.599
H -0.564 -0.837 1.218
H 0.698 0.202 1.203
H 0.318 -0.689 2.602
H -0.318 -2.809 3.744
H -0.488 -3.166 2.273
O -0.984 -2.953 3.064
H 2.005 3.604 -2.559
H 1.595 3.069 -1.183
O 1.807 3.881 -1.668
H -1.101 3.290 3.056
H -1.163 2.328 1.958
O -0.502 2.740 2.534
H -0.144 0.471 4.420
H -0.704 -0.981 4.500
O -0.446 -0.215 5.022
H -1.877 1.775 -2.552
H -1.349 3.050 -1.842
O -2.145 2.560 -2.067
H 2.633 0.343 -1.592
H 2.836 0.277 -3.083
O 2.257 0.674 -2.425
H 4.660 -0.524 -0.100
H 3.206 -0.585 0.400
O 3.797 -0.128 -0.201
H 0.463 2.587 0.681
H 1.808 1.877 0.330
O 0.870 1.921 0.104
H -1.471 0.709 -0.339
H -1.936 2.035 0.216
O -1.934 1.100 0.437
H -4.545 -0.189 -0.103
H -3.462 0.071 0.867
O -4.372 -0.283 0.842
*
```

Calculated values
Total energy ... -31748.2566 eV
Relative energy (zero: lowest compared OMol25 entry of this formula, charge and spin) ... 80.92 kcal/mol
Molar mass ... 297.298 g/mol
Frontier orbital gap ... 0.3733 Ha
SMILES ... CNC(=O)C[C@@H](C)O.O.O.O.O.O.O.O.O.O.O

Here are the Löwdin charges for atoms 1 to 6, given in e: C -0.04; C -0.38; C -0.03; O -0.09; C -0.48; N 0.03


8.
Molecular formula: C12H36BF4O6RbS6
Method: DFT, ωB97M-V with the def2-TZVPD basis set

Structure (ORCA input):
```
! wB97M-V def2-TZVPD RIJCOSX def2/J DEFGRID3
* xyz 0 1
Rb -1.570 -3.192 -0.486
B 0.319 -0.100 0.159
F 0.094 1.140 0.719
F 0.507 -1.021 1.117
F -0.756 -0.407 -0.719
F 1.491 0.070 -0.600
C 2.935 -3.358 -1.174
S 4.436 -4.290 -0.453
O 3.687 -4.960 0.722
C 4.661 -5.580 -1.846
H 2.124 -4.075 -1.050
H 3.133 -3.365 -2.246
H 2.895 -2.326 -0.825
H 5.665 -5.955 -1.646
H 4.627 -5.206 -2.869
H 3.921 -6.375 -1.765
C 4.563 0.361 -1.101
S 5.112 -0.255 -2.708
O 5.189 -1.785 -2.563
C 3.551 0.102 -3.747
H 5.402 0.111 -0.453
H 3.806 -0.232 -0.588
H 4.522 1.440 -0.951
H 3.583 1.168 -3.970
H 2.688 -0.178 -3.143
H 3.520 -0.590 -4.588
C -0.100 4.441 -2.816
S -0.008 3.154 -4.083
O 1.416 3.131 -4.683
C 0.016 1.661 -2.944
H 0.846 4.479 -2.276
H -0.922 4.410 -2.101
H -0.176 5.473 -3.160
H 0.137 2.065 -1.938
H 0.881 1.047 -3.194
H -0.874 1.051 -3.095
C -4.710 4.120 -0.626
S -4.571 2.879 -2.004
O -3.761 3.638 -3.072
C -3.396 1.825 -1.154
H -5.524 4.771 -0.944
H -3.744 4.624 -0.661
H -4.818 3.547 0.295
H -3.906 1.453 -0.265
H -2.466 2.378 -1.022
H -3.132 0.936 -1.726
C -2.110 2.386 2.817
S -3.314 3.017 4.067
O -3.700 4.413 3.423
C -4.736 1.976 3.637
H -1.828 1.352 3.016
H -1.265 3.068 2.719
H -2.440 2.327 1.780
H -4.479 0.925 3.501
H -5.079 2.345 2.671
H -5.504 2.316 4.333
C -0.372 -4.029 5.929
S 0.305 -3.248 4.429
O 0.997 -4.415 3.761
C -1.385 -3.065 3.588
H 0.504 -4.328 6.505
H -0.927 -4.909 5.606
H -1.018 -3.426 6.567
H -2.011 -2.248 3.947
H -1.898 -3.989 3.321
H -1.030 -2.695 2.626
*
```

Calculated values
Total energy ... -102525.4739 eV
Relative energy (zero: lowest compared OMol25 entry of this formula, charge and spin) ... 104.39 kcal/mol
Molar mass ... 641.088 g/mol
Frontier orbital gap ... 0.2466 Ha

Here are the Löwdin charges for atoms 1 to 6, given in e: Rb 0.90; B -1.40; F 0.13; F 0.17; F 0.00; F 0.10


9.
Molecular formula: CH5N3O3
Method: DFT, ωB97M-V with the def2-TZVPD basis set

Structure (ORCA input):
```
! wB97M-V def2-TZVPD RIJCOSX def2/J DEFGRID3
* xyz 0 1
C -0.014 0.190 0.040
H -0.275 -1.297 1.811
H 1.556 0.506 1.320
H -1.955 0.124 0.587
H -0.994 -0.055 -1.716
H 2.335 0.193 -2.007
N 0.570 0.389 1.316
N -1.315 -0.382 0.070
N 0.228 0.445 -1.196
O 0.027 -0.465 2.233
O -1.797 -0.532 -1.262
O 1.636 0.884 -1.196
*
```

Calculated values
Total energy ... -11723.5909 eV
Relative energy (zero: lowest compared OMol25 entry of this formula, charge and spin) ... 118.58 kcal/mol
Molar mass ... 107.069 g/mol
Frontier orbital gap ... 0.3463 Ha

Here are the Löwdin charges for atoms 1 to 6, given in e: C -0.34; H 0.11; H 0.12; H 0.11; H 0.04; H 0.27


10.
Molecular formula: C24H22CrN4OS4Te
Method: DFT, ωB97M-V with the def2-TZVPD basis set

Structure (ORCA input):
```
! wB97M-V def2-TZVPD RIJCOSX def2/J DEFGRID3
* xyz -2 5
Cr -0.442 -0.157 -0.231
S -2.904 0.161 -0.489
C -3.121 -0.773 -1.986
C -4.162 -0.455 -2.849
C -4.375 -1.191 -4.002
C -3.532 -2.260 -4.291
C -2.486 -2.573 -3.441
C -2.256 -1.836 -2.273
S -0.934 -2.269 -1.211
C 2.372 -1.603 -1.668
C 2.598 -0.936 -0.517
C 3.853 -1.121 0.209
C 4.209 -0.299 1.212
C 3.327 0.753 1.601
C 2.081 0.775 1.032
C 1.112 1.809 1.550
S -0.157 2.235 0.339
C 0.889 2.789 -0.991
C 1.706 3.899 -0.823
C 2.489 4.366 -1.868
C 2.427 3.711 -3.095
C 1.603 2.614 -3.266
C 0.810 2.119 -2.220
S -0.233 0.742 -2.469
N 1.646 -0.068 0.067
H -4.813 0.372 -2.591
H -5.189 -0.935 -4.670
H -3.687 -2.845 -5.191
H -1.814 -3.392 -3.668
H 1.466 -1.489 -2.236
H 3.127 -2.293 -2.027
H 4.508 -1.918 -0.123
H 5.160 -0.428 1.720
H 3.593 1.479 2.356
H 1.653 2.705 1.853
H 0.544 1.440 2.402
H 1.729 4.401 0.138
H 3.136 5.223 -1.726
H 3.036 4.057 -3.923
H 1.568 2.097 -4.217
C -2.640 0.275 4.599
N -1.766 -0.545 3.801
C -1.147 -1.660 4.375
C -0.301 -2.405 3.564
C -0.031 -1.999 2.283
N -0.606 -0.840 1.751
C -1.406 -0.082 2.552
O -1.788 1.046 2.201
N 0.892 -2.724 1.501
H -3.193 -0.375 5.280
H -3.338 0.789 3.944
H -2.086 1.018 5.189
H -1.521 -1.983 5.334
H 0.148 -3.319 3.927
H 1.847 -2.538 1.787
H 0.833 -2.519 0.513
Te -4.437 -1.047 0.983
*
```

Calculated values
Total energy ... -112312.2405 eV
<S²> ... 6.08
Relative energy (zero: lowest compared OMol25 entry of this formula, charge and spin) ... 3.06 kcal/mol
Molar mass ... 690.331 g/mol
Frontier orbital gap (alpha / beta) ... 0.1537 / 0.1989 Ha

Here are the Löwdin charges for atoms 1 to 6, given in e: Cr 0.12; S 0.26; C -0.70; C -0.13; C -0.12; C -0.12


11.
Molecular formula: H24O12
Method: DFT, ωB97M-V with the def2-TZVPD basis set

Structure (ORCA input):
```
! wB97M-V def2-TZVPD RIJCOSX def2/J DEFGRID3
* xyz 0 1
O -2.205 0.989 -2.145
H -3.149 1.035 -1.966
H -1.858 0.358 -1.499
O 0.735 -1.204 2.656
H 1.297 -0.448 2.429
H 1.321 -1.967 2.591
O -2.839 -0.947 1.384
H -3.320 -1.711 1.716
H -2.205 -1.308 0.752
O -0.187 -0.140 -0.226
H 0.271 -0.784 0.336
H 0.375 0.646 -0.201
O 0.362 -1.553 -3.024
H -0.150 -1.004 -2.414
H 1.217 -1.642 -2.599
O -1.081 -3.616 2.354
H -0.484 -2.958 1.975
H -1.774 -3.089 2.763
O -2.642 2.095 1.293
H -2.475 1.168 1.073
H -3.329 2.064 1.965
O 2.152 1.117 -2.425
H 2.217 1.578 -3.269
H 2.920 0.537 -2.402
O 1.677 2.773 -0.213
H 1.510 3.657 -0.555
H 1.786 2.217 -1.009
O 1.641 -2.962 0.325
H 2.555 -2.683 0.213
H 1.422 -3.437 -0.485
O -1.160 3.356 -0.757
H -0.912 2.624 -1.335
H -1.583 2.917 0.002
O 2.544 0.486 1.158
H 2.309 1.429 1.199
H 3.042 0.406 0.341
*
```

Calculated values
Total energy ... -24960.3354 eV
Relative energy (zero: lowest compared OMol25 entry of this formula, charge and spin) ... 31.34 kcal/mol
Molar mass ... 216.180 g/mol
Frontier orbital gap ... 0.3491 Ha
SMILES ... O.O.O.O.O.O.O.O.O.O.O.O

Here are the Löwdin charges for atoms 1 to 6, given in e: O -0.05; H 0.05; H 0.00; O -0.06; H 0.01; H 0.03